Entry 1:
The following is a DFT calculation (ωB97M-V/def2-TZVPD) of one molecule with the formula C3H6N4O.

Output
- LUMO level: -0.807 eV
- Frontier orbital gap: 9.20 eV
- Multiplicity: 1
- SMILES: COC1(C)N=NN=N1

```
14
Properties=species:S:1:pos:R:3:forces:R:3
C -0.7521 -1.0028 0.3097 -0.4 0.7 1.3
C 0.0262 -1.2594 -0.9460 2.2 0.3 -2.1
C 0.0851 1.0597 1.1816 -3.2 -1.9 -1.6
N -2.0371 -0.2431 0.0586 0.4 -0.8 -0.1
N -1.2713 -2.3074 0.7758 -0.2 0.4 -0.1
N -2.9733 -0.9849 0.3000 -0.5 1.3 -0.6
N -2.4936 -2.2996 0.7015 0.8 -1.4 0.7
O -0.0619 -0.3597 1.4002 -0.4 -1.8 -1.7
H 1.0405 -1.7005 -0.6840 -1.3 0.5 -0.1
H 0.2440 -0.3713 -1.6336 -0.4 -0.7 1.5
H -0.4357 -1.9574 -1.6734 -0.2 0.1 0.9
H -0.9127 1.2620 0.6948 1.5 1.2 0.4
H 0.9096 1.2661 0.5453 0.9 0.5 -0.1
H 0.0303 1.3711 2.1670 0.7 1.6 1.6
```
Positions in Å, forces in eV/Å.

Entry 2:
The following is a DFT calculation (ωB97M-V/def2-TZVPD) of C20H32F3IrN5O8S3 as an isolated structure.

Output
- <S²>: 0.76
- Net charge: +2
- LUMO level (alpha / beta): -6.916 / -9.313 eV
- Frontier orbital gap (alpha / beta): 8.04 / 5.65 eV
- Multiplicity: 2

```
72
Properties=species:S:1:pos:R:3:forces:R:3
Ir 0.1278 -0.3784 0.7519 -0.8 0.4 0.3
F -0.1125 2.9759 4.6777 0.0 0.0 0.0
C 0.5600 1.9601 5.2309 0.0 0.0 0.0
F 1.2464 2.4095 6.2704 0.0 0.0 0.0
F -0.3422 1.0646 5.6641 0.0 0.0 0.0
C 1.4667 1.3159 4.2048 0.0 0.0 0.0
C 2.8272 1.1613 4.3990 0.1 0.0 0.0
C 3.5918 0.5289 3.4212 0.0 0.0 0.1
C 2.9837 0.0734 2.2681 0.0 0.0 0.0
N 1.6746 0.2582 2.0625 0.1 0.1 -0.2
C 0.9351 0.8502 3.0123 0.1 0.1 0.0
S -0.7029 0.8648 2.3985 0.0 -0.2 -0.2
H 3.2850 1.5252 5.3095 0.0 0.0 0.0
H 4.6552 0.3920 3.5543 0.0 0.0 0.0
H 3.5369 -0.4511 1.5042 0.0 0.0 0.0
C -1.0360 -2.2185 4.8831 0.0 0.0 0.0
C -0.2854 -3.3110 4.1392 0.0 0.0 0.0
S 0.9501 -2.5999 3.0554 0.0 0.0 0.0
O 0.0568 -2.0573 1.8960 0.0 -0.1 -0.1
C 1.7279 -4.0563 2.3403 0.0 0.0 0.0
C 0.7751 -5.0736 1.7367 0.0 0.0 0.0
H -1.7892 -2.6781 5.5208 0.0 0.0 0.0
H -1.5520 -1.5544 4.1894 0.0 0.0 0.0
H -0.3709 -1.6321 5.5168 0.0 0.0 0.0
H -0.9391 -3.9114 3.5067 0.0 0.0 0.0
H 0.2705 -3.9691 4.8121 0.0 0.0 0.0
H 2.3433 -4.4628 3.1474 0.0 0.0 0.0
H 2.4080 -3.6389 1.5940 0.0 0.0 0.0
H 0.2448 -5.6392 2.4999 0.0 0.0 0.0
H 1.3528 -5.7833 1.1463 0.0 0.0 0.0
H 0.0536 -4.5970 1.0739 0.0 0.0 0.0
O -1.6077 -1.0338 -0.0424 0.3 -0.3 -0.2
N -1.2380 -2.0054 -0.7845 0.2 0.1 -0.1
O -0.0007 -2.0782 -0.8151 -0.3 0.1 0.3
C 4.1221 -1.4927 -2.0969 0.0 -0.1 0.0
C 3.1085 -1.7920 -1.0187 0.0 0.1 0.0
O 2.3718 -0.5988 -0.6409 0.4 -0.1 0.3
H 4.6436 -2.4078 -2.3778 0.0 0.0 0.0
H 4.8747 -0.7803 -1.7518 0.0 0.0 0.0
H 3.6402 -1.0917 -2.9879 0.0 0.0 0.0
H 3.5954 -2.2036 -0.1281 0.0 0.0 0.0
H 2.3535 -2.5001 -1.3550 0.0 0.0 0.0
H 3.0105 0.1132 -0.5113 -0.1 0.1 -0.2
C -5.6167 2.6693 -3.8580 0.0 0.0 0.0
C -4.2372 2.7434 -4.5018 0.0 0.0 0.0
S -3.2523 1.3685 -3.9680 0.0 0.0 0.0
O -3.7587 0.1600 -4.5520 0.0 0.0 0.0
O -3.0758 1.4375 -2.5312 0.0 0.0 0.0
C -1.6313 1.6106 -4.7141 0.0 0.0 0.0
C -0.6168 2.4869 -3.9834 0.0 0.0 0.0
N -0.5165 2.2334 -2.5313 0.0 0.1 0.1
C -0.0050 1.1223 -1.9794 -0.2 -0.1 -0.1
N -0.1427 1.1697 -0.6384 0.1 -0.2 0.1
C -0.8062 2.3392 -0.3507 0.2 0.2 0.1
C -1.0285 2.9908 -1.5056 0.0 0.0 0.0
N -1.7786 4.2234 -1.6080 0.0 -0.1 0.0
O -2.0709 4.7373 -0.5561 0.0 0.0 0.0
O -2.0759 4.6322 -2.7120 0.1 0.0 0.0
C 0.4893 0.0017 -2.8163 0.0 -0.1 0.0
H -6.1925 3.5435 -4.1554 0.0 0.0 0.0
H -5.5406 2.6617 -2.7719 0.0 0.0 0.0
H -6.1497 1.7776 -4.1822 0.0 0.0 0.0
H -3.7001 3.6503 -4.2224 0.0 0.0 0.0
H -4.2882 2.6661 -5.5887 0.0 0.0 0.0
H -1.7894 2.0151 -5.7147 0.0 0.0 0.0
H -1.2778 0.5885 -4.8473 0.0 0.0 0.0
H -0.8469 3.5370 -4.1006 0.0 0.0 0.0
H 0.3707 2.3150 -4.4106 0.0 0.0 0.0
H -1.0891 2.6729 0.6290 0.0 -0.1 0.0
H 1.0770 0.3786 -3.6527 0.0 0.0 0.0
H -0.3652 -0.5501 -3.2141 0.0 0.0 0.0
H 1.0983 -0.6793 -2.2394 -0.1 0.2 -0.2
```
Positions in Å, forces in eV/Å.

Entry 3:
The following is a DFT calculation (ωB97M-V/def2-TZVPD) of a 3-piece molecular cluster, C5HN3O6 overall.

Output
- Net charge: -2
- LUMO level: 5.022 eV
- Frontier orbital gap: 8.55 eV
- Multiplicity: 1

```
15
Properties=species:S:1:pos:R:3:forces:R:3
C -4.8412 2.3275 0.9852 -0.1 1.0 2.3
C -4.7464 2.1458 -0.2578 -0.6 -1.2 -3.2
C -5.9503 1.4451 1.8132 1.8 1.3 0.7
C 6.7656 -3.3515 -1.3677 -0.1 1.9 0.7
C 7.7464 -0.9502 -1.4293 0.0 -0.5 1.7
N 7.0107 -2.2500 -0.9989 0.1 0.0 0.2
N -3.0007 -0.3402 1.1309 -0.2 -0.2 -0.1
N -3.8076 -0.9476 0.7157 0.4 0.0 0.1
O -4.7883 1.8795 -1.4034 0.4 0.2 0.1
O -6.0815 0.3116 1.3805 -0.9 -0.5 -0.2
O 6.3838 -4.4316 -1.5922 -0.3 -2.0 -0.6
O 7.9792 -0.9212 -2.5970 0.4 0.0 -3.0
O -6.3337 2.0668 2.8135 -0.5 -0.3 -0.2
O 7.9940 -0.2240 -0.4926 0.0 0.6 1.1
H -4.3301 3.2400 1.2999 -0.3 -0.4 0.6
```
Positions in Å, forces in eV/Å.

Entry 4:
The following is a DFT calculation (ωB97M-V/def2-TZVPD) of a 2-piece molecular cluster, C3H6N2O6 overall.

Output
- LUMO level: -1.657 eV
- Frontier orbital gap: 8.80 eV
- Multiplicity: 1

```
17
Properties=species:S:1:pos:R:3:forces:R:3
C 1.2812 -1.1654 -0.7302 -3.8 4.0 1.5
C -0.4154 -0.3654 0.5502 4.2 -1.7 1.1
C -0.5204 1.1905 0.4037 2.4 -2.1 0.7
N 2.2345 -0.1951 -0.2097 0.6 -1.3 -2.8
N -1.4848 -1.1086 -0.0146 -0.5 -0.7 -1.0
O 2.7927 -0.3118 0.8279 0.1 -0.8 2.9
O 2.5416 0.6384 -1.0184 -0.1 1.7 -1.2
O -2.3781 -0.5135 -0.5894 -0.1 -0.4 0.0
O -1.3752 -2.3205 0.0779 -0.6 -0.1 0.0
O -1.6762 1.4680 1.0334 -1.9 1.9 2.0
O -0.4870 1.4673 -0.9116 -0.7 1.3 -2.3
H 0.9657 -1.0257 -1.7545 0.2 0.7 0.1
H 1.2879 -2.1422 -0.4735 0.6 -2.8 1.6
H -0.1474 -0.9395 1.5651 -0.4 1.8 -2.3
H 0.3968 1.6912 0.7995 -0.7 -0.5 0.3
H -1.6338 2.1537 1.7453 0.3 -0.8 -1.1
H -1.3822 1.4786 -1.3011 0.4 -0.3 0.4
```
Positions in Å, forces in eV/Å.

Entry 5:
The following is a DFT calculation (ωB97M-V/def2-TZVPD) of a 3-piece molecular cluster, C11H20Cl6NO overall.

Output
- <S²>: 0.76
- LUMO level (alpha / beta): 0.355 / -0.255 eV
- Frontier orbital gap (alpha / beta): 9.40 / 9.45 eV
- Multiplicity: 2

```
39
Properties=species:S:1:pos:R:3:forces:R:3
C 16.3030 -13.4490 5.2382 -0.9 -0.2 0.6
Cl 15.1366 -12.1010 5.0569 0.7 0.0 -0.3
Cl 17.3763 -13.1230 6.6795 -0.5 -0.4 -1.5
Cl 17.0634 -13.9690 3.7063 0.0 0.7 0.9
H 15.6115 -14.2512 5.4961 0.7 -0.1 0.2
C 7.6368 -15.8381 3.6358 0.6 0.3 -0.1
Cl 6.6260 -15.9080 5.0915 0.4 0.0 -0.4
Cl 7.4066 -17.1817 2.5605 -0.5 -0.7 -0.3
Cl 9.4030 -15.7894 3.9939 -0.7 0.4 0.2
H 7.3534 -14.9629 3.0512 0.3 0.1 0.5
C 25.5157 -12.3522 -4.7218 -0.5 -0.5 0.9
C 24.0412 -12.7333 -5.0146 0.8 -0.5 -1.1
C 23.9570 -12.8296 -6.5486 -2.5 -0.8 -1.0
C 22.5881 -13.4385 -6.9970 0.7 0.4 1.0
C 22.3509 -14.7862 -6.3368 -1.4 0.3 -0.4
C 22.5306 -14.8899 -4.7949 1.0 -1.9 -0.2
N 23.8038 -14.1363 -4.4835 0.9 -0.2 5.3
O 24.2786 -14.3272 -3.0915 -2.0 0.8 -5.6
C 21.3536 -14.4395 -3.9009 0.3 -0.2 -0.4
C 22.7238 -16.5001 -4.5012 0.2 2.1 0.0
C 23.0566 -11.6496 -4.5074 0.7 0.1 0.7
H 25.5709 -12.1648 -3.6494 0.3 0.5 -0.1
H 25.8676 -11.5416 -5.3600 -0.4 0.3 0.3
H 26.2248 -13.1635 -4.8863 -0.4 -0.3 -0.2
H 23.9551 -11.8524 -7.0314 0.7 0.2 0.3
H 24.6712 -13.5186 -6.9996 0.6 0.3 0.3
H 22.4937 -13.5385 -8.0783 0.3 -0.1 -0.1
H 21.7483 -12.8012 -6.7199 0.1 0.4 0.1
H 22.8347 -15.5831 -6.9016 0.5 0.0 0.4
H 21.3029 -14.8981 -6.6148 -0.4 -0.8 0.6
H 20.5180 -15.1334 -3.9924 0.0 -0.1 -0.3
H 21.6818 -14.5273 -2.8652 0.1 0.4 0.0
H 20.9718 -13.4461 -4.1365 0.2 0.0 0.2
H 22.7739 -16.7052 -3.4318 -0.1 0.2 0.0
H 21.8661 -17.0134 -4.9359 0.0 0.0 0.0
H 23.6523 -16.8784 -4.9288 -0.1 0.2 -0.2
H 23.4309 -10.6669 -4.7943 0.0 0.0 -0.5
H 23.0948 -11.5707 -3.4210 -0.1 -0.5 0.2
H 22.0121 -11.7287 -4.8090 0.3 -0.2 -0.2
```
Positions in Å, forces in eV/Å.

Entry 6:
The following is a DFT calculation (ωB97M-V/def2-TZVPD) of one molecule with the formula C4H4Cl2O2.

Output
- LUMO level: -0.505 eV
- Frontier orbital gap: 9.80 eV
- Multiplicity: 1
- SMILES: O=C[C@@H]1[C@H](O)C1(Cl)Cl

```
12
Properties=species:S:1:pos:R:3:forces:R:3
C -0.2479 1.1626 0.0780 3.1 0.0 -0.2
C 0.5970 -0.2321 0.2129 4.5 0.0 -2.1
C 0.2955 -1.5171 0.8517 -7.4 3.5 3.8
C 0.0350 0.2574 -1.1110 -1.9 -0.6 0.9
H -1.8416 0.6316 0.7902 -2.1 -3.2 0.5
H 0.5506 2.0198 -0.0236 -2.2 -1.4 0.8
H 1.7749 -0.2160 -0.0491 -2.5 0.5 1.5
H 1.1013 -2.2563 1.0420 -1.0 0.0 -0.1
O -1.3898 1.4200 0.7707 2.3 2.6 -0.9
O -0.9349 -1.4116 1.4465 6.4 -2.3 -2.9
Cl 1.2395 0.9320 -2.1199 0.5 0.1 -1.4
Cl -1.1796 -0.7904 -1.8885 0.3 0.8 0.2
```
Positions in Å, forces in eV/Å.

Entry 7:
The following is a DFT calculation (ωB97M-V/def2-TZVPD) of one molecule with the formula C4H7NO.

Output
- LUMO level: 0.838 eV
- Frontier orbital gap: 11.26 eV
- Multiplicity: 1
- SMILES: CCOCC#N

```
13
Properties=species:S:1:pos:R:3:forces:R:3
C -1.1853 -0.8061 0.0945 -0.3 0.0 0.0
C -0.7638 0.5201 -0.6400 -0.2 -0.1 -0.1
O -0.0230 1.4015 0.1954 0.1 -0.7 0.3
C 1.2283 0.8417 0.4749 0.6 -0.1 0.2
C 1.4127 -0.6138 0.2339 0.9 -1.0 -0.4
N 1.7195 -1.6875 -0.0729 -0.1 1.2 0.4
H -1.9244 -0.5348 0.8538 -0.3 0.0 -0.4
H -1.5941 -1.5036 -0.6410 -0.4 0.2 0.0
H -0.4891 -1.4637 0.6564 -0.1 1.1 -0.6
H -1.6695 1.0847 -0.8934 0.1 -0.3 0.1
H -0.1867 0.4704 -1.5904 -0.4 -0.8 0.4
H 1.4650 1.0601 1.5168 0.2 0.0 -0.1
H 2.0104 1.2309 -0.1880 0.0 0.5 0.1
```
Positions in Å, forces in eV/Å.

Entry 8:
The following is a DFT calculation (ωB97M-V/def2-TZVPD) of a 2-piece molecular cluster, C17H22BClIN4O2S overall.

Output
- Net charge: +1
- LUMO level: -4.828 eV
- Frontier orbital gap: 6.27 eV
- Multiplicity: 1

```
49
Properties=species:S:1:pos:R:3:forces:R:3
C -0.7070 2.0563 1.2307 -0.2 -0.1 -0.4
C -1.9370 1.1753 0.9183 0.9 0.5 0.7
N -1.6893 -0.2485 1.2302 -0.2 0.2 -0.6
C -1.8736 -1.2414 0.2016 0.1 0.0 0.7
B -2.2641 -2.5878 1.0993 0.2 -0.8 0.3
N -1.4010 -3.7476 1.2059 -0.2 0.3 -0.1
O -3.4668 -2.5010 1.7439 -0.3 0.3 -1.1
C -3.0498 -1.1175 -0.6930 -0.3 -0.1 0.2
S -4.5806 -0.3194 -0.3427 0.0 0.5 0.0
N -2.8528 -1.7145 -1.8180 -0.2 -0.2 0.2
C -1.5209 -2.3273 -1.9438 1.1 0.9 -1.1
O -1.0042 -2.0806 -3.2026 -0.1 0.3 0.3
Cl -1.6062 -4.0958 -1.8138 -0.6 -0.1 0.5
C -0.7257 -1.5275 -0.8198 0.0 -0.2 -0.4
I -0.0107 0.3150 -1.8143 -0.3 -0.1 0.3
C 0.5539 -2.1247 -0.3126 0.5 -0.8 0.2
C 1.3279 -2.9837 -1.0953 -0.1 0.5 0.5
C 2.5189 -3.4638 -0.5600 0.0 -0.1 -0.4
N 3.0000 -3.1746 0.6427 -0.2 0.0 0.2
C 2.2519 -2.3711 1.3956 -0.4 0.1 -0.5
C 1.0473 -1.8346 0.9590 -0.2 0.2 0.0
H -0.8959 2.7385 2.0525 0.1 0.0 0.2
H -0.4392 2.6503 0.3611 0.0 0.2 0.0
H 0.1582 1.4363 1.4415 0.1 -0.1 0.2
H -2.1767 1.3201 -0.1311 -0.3 -0.2 -0.1
H -2.7449 1.5415 1.5456 -0.4 -0.1 -0.2
H -2.1425 -0.5110 2.0918 0.0 0.1 0.0
H -1.8442 -4.6135 0.9275 0.1 -0.1 0.1
H -1.0028 -3.8696 2.1302 0.1 0.0 0.0
H -3.8745 -3.3721 1.8177 0.1 -0.1 0.8
H -5.2374 -1.4380 -0.0013 0.1 -0.2 -0.1
H -3.5700 -1.7562 -2.5331 0.0 -0.2 -0.1
H -1.6772 -2.1969 -3.8841 0.1 -0.3 -0.1
H 1.0260 -3.2615 -2.0907 0.1 -0.1 -0.2
H 3.1165 -4.1245 -1.1732 0.1 -0.1 0.0
H 2.6023 -2.1167 2.3847 0.2 -0.1 0.1
H 0.4980 -1.1730 1.6092 0.0 0.1 0.1
C 3.4522 5.5355 -1.1102 0.0 0.0 0.0
C 2.7077 4.4632 -1.5804 0.0 0.0 0.0
C 2.2742 3.4818 -0.7000 0.0 0.0 0.0
C 2.5789 3.5750 0.6509 0.0 0.0 0.0
C 3.3214 4.6489 1.1209 0.0 0.0 0.0
C 3.7603 5.6273 0.2399 0.0 0.0 0.0
H 3.7931 6.2998 -1.7960 0.0 0.0 0.0
H 2.4666 4.3929 -2.6335 0.0 0.0 0.0
H 1.6975 2.6410 -1.0690 0.1 0.0 0.0
H 2.2397 2.8103 1.3382 0.0 0.0 0.0
H 3.5592 4.7230 2.1739 0.0 0.0 0.0
H 4.3433 6.4621 0.6058 0.0 0.0 0.0
```
Positions in Å, forces in eV/Å.